1.
Below is a 2-piece molecular cluster, C5H14 overall in a non-equilibrium geometry, with properties calculated with ωB97M-V/def2-TZVPD.

```
19
C5H14 ωB97M-V/def2-TZVPD
C 2.862 -0.051 0.353
C 1.347 -0.353 0.172
C 1.120 0.191 -1.176
H 3.153 0.850 -0.123
H 3.681 -0.728 0.009
H 3.264 0.077 1.393
H 1.174 -1.367 0.273
H 0.672 0.261 0.837
H 0.088 0.805 -1.181
H 1.908 0.813 -1.522
H 0.897 -0.592 -1.841
C -2.166 -0.269 0.890
C -2.883 0.389 -0.303
H -2.670 0.117 1.801
H -2.259 -1.363 1.030
H -1.027 -0.216 0.902
H -2.484 -0.033 -1.198
H -2.769 1.422 -0.096
H -3.907 0.048 -0.221
```

The value obtained for the HOMO energy is -10.98 eV. As for the spin multiplicity: 1. Its SMILES is CCC.CC. The orbital gap is 12.137 eV.


2.
Below is a 2-piece molecular cluster, C5H14 overall in a non-equilibrium geometry, with properties calculated with ωB97M-V/def2-TZVPD.

```
19
C5H14 ωB97M-V/def2-TZVPD
C 1.030 0.039 0.872
C 0.457 1.470 0.958
C 0.895 2.159 2.278
H 1.196 -0.183 -0.195
H 2.006 -0.115 1.321
H 0.311 -0.707 1.189
H -0.635 1.422 0.994
H 0.884 2.011 0.115
H 0.179 2.937 2.551
H 1.798 2.741 2.112
H 0.928 1.418 3.065
C -1.410 -1.008 -2.223
C -0.823 -2.264 -1.614
H -2.049 -0.432 -1.552
H -0.633 -0.341 -2.617
H -1.954 -1.280 -3.130
H -0.130 -2.065 -0.798
H -0.419 -3.036 -2.266
H -1.630 -2.767 -1.061
```

The value obtained for the HOMO energy is -11.33 eV. As for the spin multiplicity: 1. Its SMILES is CCC.CC. The orbital gap is 12.502 eV.


3.
Below is a 2-piece molecular cluster, C5H14 overall in a non-equilibrium geometry, with properties calculated with ωB97M-V/def2-TZVPD.

```
19
C5H14 ωB97M-V/def2-TZVPD
C 1.234 0.691 2.201
C 0.307 -0.505 1.828
C 1.030 -1.312 0.752
H 1.218 1.387 1.378
H 2.224 0.373 2.489
H 0.717 1.165 3.049
H 0.134 -1.218 2.627
H -0.653 -0.131 1.469
H 1.882 -1.816 1.236
H 0.475 -2.163 0.368
H 1.419 -0.803 -0.130
C -0.626 0.669 -1.793
C -1.908 0.455 -2.589
H -0.581 -0.011 -0.937
H 0.368 0.518 -2.222
H -0.567 1.695 -1.416
H -1.623 0.727 -3.607
H -2.808 0.859 -2.127
H -2.240 -0.583 -2.576
```

The value obtained for the HOMO energy is -11.30 eV. As for the spin multiplicity: 1. Its SMILES is CCC.CC. The orbital gap is 12.437 eV.


4.
Below is a 2-piece molecular cluster, C5H14 overall in a non-equilibrium geometry, with properties calculated with ωB97M-V/def2-TZVPD.

```
19
C5H14 ωB97M-V/def2-TZVPD
C 1.213 -0.304 0.729
C 1.297 0.438 2.066
C 0.154 1.495 2.159
H 2.182 -0.692 0.418
H 1.083 0.467 -0.038
H 0.414 -1.031 0.749
H 1.149 -0.251 2.897
H 2.249 0.952 2.143
H -0.655 1.199 1.495
H -0.194 1.588 3.192
H 0.539 2.496 1.984
C -1.299 -0.173 -2.831
C -1.220 -1.412 -1.888
H -1.311 0.753 -2.253
H -0.415 -0.173 -3.469
H -2.202 -0.236 -3.443
H -0.471 -2.079 -2.324
H -2.143 -1.980 -1.896
H -0.935 -1.149 -0.872
```

The value obtained for the HOMO energy is -11.37 eV. As for the spin multiplicity: 1. Its SMILES is CCC.CC. The orbital gap is 12.544 eV.


5.
Below is a 2-piece molecular cluster, C5H14 overall in a non-equilibrium geometry, with properties calculated with ωB97M-V/def2-TZVPD.

```
19
C5H14 ωB97M-V/def2-TZVPD
C 0.370 -0.270 -2.362
C -0.839 0.655 -2.292
C -1.716 0.379 -1.069
H 0.744 -0.626 -1.400
H 1.187 0.339 -2.776
H 0.318 -1.198 -2.933
H -0.635 1.702 -2.463
H -1.493 0.321 -3.115
H -1.388 0.933 -0.191
H -2.733 0.739 -1.272
H -1.833 -0.692 -0.928
C 0.468 -0.743 2.358
C 1.554 0.225 2.760
H 0.008 -0.655 1.377
H 0.702 -1.803 2.543
H -0.361 -0.728 3.076
H 1.412 1.227 2.362
H 1.642 0.205 3.839
H 2.594 -0.008 2.488
```

The value obtained for the HOMO energy is -11.08 eV. As for the spin multiplicity: 1. Its SMILES is CCC.CC. The orbital gap is 12.185 eV.


6.
Below is a 2-piece molecular cluster, C5H14 overall in a non-equilibrium geometry, with properties calculated with ωB97M-V/def2-TZVPD.

```
19
C5H14 ωB97M-V/def2-TZVPD
C 0.313 -1.526 -1.756
C -0.652 -0.579 -1.047
C -2.085 -0.680 -1.603
H 0.289 -1.458 -2.844
H 0.015 -2.548 -1.538
H 1.326 -1.378 -1.471
H -0.743 -0.801 0.022
H -0.388 0.489 -1.086
H -2.442 -1.721 -1.750
H -2.813 -0.174 -0.984
H -2.197 -0.393 -2.664
C 0.854 0.867 2.572
C 1.557 1.750 1.550
H 0.599 -0.131 2.263
H 1.393 0.728 3.506
H -0.039 1.388 2.980
H 2.131 1.277 0.765
H 2.051 2.545 2.104
H 0.831 2.345 0.980
```

The value obtained for the HOMO energy is -11.21 eV. As for the spin multiplicity: 1. Its SMILES is CCC.CC. The orbital gap is 12.311 eV.


7.
Below is a 2-piece molecular cluster, C5H14 overall in a non-equilibrium geometry, with properties calculated with ωB97M-V/def2-TZVPD.

```
19
C5H14 ωB97M-V/def2-TZVPD
C 0.139 1.459 0.287
C 1.629 1.800 0.492
C 2.480 0.594 0.877
H -0.475 2.351 0.446
H -0.205 0.647 0.922
H 0.035 1.175 -0.758
H 1.995 2.335 -0.381
H 1.701 2.526 1.312
H 2.338 -0.239 0.196
H 3.523 0.879 0.984
H 2.172 0.258 1.871
C -2.169 -2.381 -0.304
C -1.878 -1.245 -1.292
H -1.272 -2.606 0.278
H -2.969 -2.158 0.389
H -2.320 -3.329 -0.835
H -2.701 -0.554 -1.432
H -1.732 -1.578 -2.336
H -0.899 -0.841 -1.082
```

The value obtained for the HOMO energy is -11.18 eV. As for the spin multiplicity: 1. Its SMILES is CCC.CC. The orbital gap is 12.303 eV.


8.
Below is a 2-piece molecular cluster, C5H14 overall in a non-equilibrium geometry, with properties calculated with ωB97M-V/def2-TZVPD.

```
19
C5H14 ωB97M-V/def2-TZVPD
C 0.814 -1.004 -0.768
C 0.877 -1.758 0.508
C 1.612 -1.118 1.616
H -0.056 -1.535 -1.331
H 1.794 -1.286 -1.339
H 0.745 0.118 -0.704
H -0.169 -2.103 0.853
H 1.255 -2.820 0.486
H 1.039 -0.448 2.258
H 2.052 -1.855 2.281
H 2.480 -0.566 1.172
C -1.724 1.746 0.109
C -1.511 1.985 -1.479
H -1.140 0.851 0.655
H -1.250 2.686 0.549
H -2.751 1.839 0.516
H -0.535 1.503 -1.724
H -1.622 3.065 -1.569
H -2.244 1.446 -2.022
```

The value obtained for the HOMO energy is -10.55 eV. As for the spin multiplicity: 1. Its SMILES is CCC.CC. The orbital gap is 11.695 eV.


9.
Below is a 2-piece molecular cluster, C5H14 overall in a non-equilibrium geometry, with properties calculated with ωB97M-V/def2-TZVPD.

```
19
C5H14 ωB97M-V/def2-TZVPD
C -0.416 1.204 2.018
C 0.650 0.833 1.056
C -1.818 0.621 1.747
H -0.187 0.997 3.068
H -0.658 2.300 2.085
H 0.582 1.381 0.116
H -1.775 -0.445 2.020
H -2.623 1.046 2.334
H -2.072 0.782 0.704
H 1.682 1.000 1.380
H 0.641 -0.275 0.890
C 0.693 -1.621 -1.638
C 0.839 -0.718 -2.789
H -0.301 -1.572 -1.131
H 0.669 -2.707 -1.742
H 1.260 -1.289 -0.712
H 0.524 0.302 -2.590
H 0.406 -1.154 -3.699
H 1.904 -0.684 -3.118
```

The value obtained for the HOMO energy (spin up / spin down) is -16.07 / -14.49 eV. As for the spin multiplicity: 2. As for the expectation value of S²: 0.754. The orbital gap (spin up / spin down) is 13.420 / 3.365 eV. The net charge is +1.


10.
Below is a 2-piece molecular cluster, C5H14 overall, with properties calculated with ωB97M-V/def2-TZVPD.

```
19
C5H14 ωB97M-V/def2-TZVPD
C 2.126 0.160 -0.156
C 0.861 0.880 0.176
C 2.062 -0.834 -1.304
H 2.910 0.910 -0.395
H 2.566 -0.300 0.733
H 1.035 1.832 0.674
H 0.365 0.284 1.013
H 1.551 -0.418 -2.170
H 3.071 -1.143 -1.571
H 0.153 1.044 -0.635
H 1.479 -1.721 -1.028
C -2.863 0.294 1.082
C -2.011 -0.507 0.135
H -3.057 -0.275 1.998
H -2.330 1.190 1.463
H -3.705 0.695 0.514
H -0.908 -0.195 0.405
H -1.864 -1.570 0.340
H -2.208 -0.292 -0.912
```

The value obtained for the HOMO energy (spin up / spin down) is -15.82 / -15.42 eV. As for the spin multiplicity: 2. As for the expectation value of S²: 0.754. The orbital gap (spin up / spin down) is 12.959 / 5.319 eV. The net charge is +1.


11.
Below is one molecule with the formula C5H14BO4PS in a non-equilibrium geometry, with properties calculated with ωB97M-V/def2-TZVPD.

```
26
C5H14BO4PS ωB97M-V/def2-TZVPD
C -2.154 0.845 -2.062
B -0.825 1.732 -2.085
O -0.334 2.112 -3.373
P 0.193 2.363 -0.611
C -0.410 1.721 1.041
C -0.976 0.271 1.100
C -0.141 -0.805 0.354
C 0.572 -1.777 1.336
S 2.289 -2.170 0.866
O 2.421 -3.598 0.561
O 2.810 -1.301 -0.200
O 3.181 -1.845 2.229
H -2.835 1.032 -1.226
H -2.717 1.069 -2.984
H -1.849 -0.211 -2.141
H -0.005 1.324 -3.799
H 1.481 1.770 -0.791
H -1.223 2.395 1.351
H 0.388 1.889 1.776
H -2.022 0.231 0.785
H -0.995 -0.019 2.166
H -0.852 -1.417 -0.217
H 0.570 -0.408 -0.376
H 0.550 -1.449 2.384
H 0.040 -2.735 1.331
H 2.842 -1.018 2.586
```

The value obtained for the HOMO energy is -8.70 eV. As for the spin multiplicity: 1. Its SMILES is CB(O)PCCCCS(=O)(=O)O. The orbital gap is 8.860 eV.


12.
Below is C5H14BaO5 as an isolated structure in a non-equilibrium geometry, with properties calculated with ωB97M-V/def2-TZVPD.

```
25
C5H14BaO5 ωB97M-V/def2-TZVPD
Ba 1.444 -0.043 -0.075
C -0.210 -2.243 1.502
O -0.196 -1.102 0.604
H -0.610 -3.150 1.050
H 0.749 -2.611 1.866
H -0.778 -1.991 2.398
H -1.090 -0.751 0.596
C 1.230 -0.596 2.989
O 1.806 -0.665 1.732
H 1.987 -0.717 3.764
H 0.884 0.431 3.102
H 0.458 -1.346 3.164
H 2.732 -0.866 1.884
C 0.509 3.142 -3.028
O -0.574 2.463 -2.404
C -0.558 1.214 -1.933
O 0.417 0.496 -1.574
O -1.771 0.868 -1.782
C -2.209 -0.333 -1.230
H 0.827 2.729 -3.986
H 1.449 2.875 -2.544
H 0.382 4.223 -2.965
H -3.250 -0.272 -0.914
H -1.586 -0.544 -0.360
H -2.042 -1.210 -1.855
```

The value obtained for the HOMO energy is -18.15 eV. As for the spin multiplicity: 1. The orbital gap is 11.153 eV. The net charge is +2.